# 1
53
Properties=species:S:1:pos:R:3:forces:R:3 method="wB97M-V/def2-TZVPD" total_energy_ev=-34323.3588 molar_mass_g_mol=319.0 gap_ev="7.4505 / 7.4398" charge=-1 spin_multiplicity=2
C 1.55824 -3.66023 4.49576 0.05 0.11 0.02
B 0.28647 -2.93200 3.88596 -0.02 0.24 -0.16
O -0.38029 -2.13755 4.83162 -0.13 -0.64 0.42
B -0.21514 -3.00260 2.24531 -0.15 -0.28 0.24
C -1.77719 -3.49005 2.02140 0.26 -0.06 0.02
C -2.09142 -4.92717 2.47683 -0.14 0.09 0.01
C -2.77773 -4.94208 3.83497 0.05 -0.01 0.07
O -0.93314 -5.77452 2.50574 -0.12 -0.07 -0.21
P -0.12421 -1.19208 1.60710 0.05 -0.10 -0.14
O -0.10947 -0.86250 0.13074 -0.06 0.14 -0.05
H 2.39973 -2.96054 4.56942 0.01 0.02 -0.04
H 1.88013 -4.49489 3.87258 0.03 0.00 -0.01
H 1.36307 -4.01421 5.51338 0.01 -0.01 0.02
H -1.31136 -2.04879 4.61152 0.10 0.46 -0.36
H 0.57597 -3.64015 1.57891 0.00 0.09 -0.06
H -2.45010 -2.82244 2.57990 -0.10 0.03 -0.10
H -2.04872 -3.38340 0.96729 -0.03 0.02 -0.02
H -2.77752 -5.38826 1.75656 0.04 -0.05 -0.01
H -3.75752 -4.46664 3.77300 0.01 0.02 0.01
H -2.91927 -5.96405 4.19886 -0.02 -0.02 -0.01
H -2.17975 -4.39296 4.56926 0.02 -0.01 0.00
H -0.77981 -6.04863 3.41001 0.10 0.05 0.16
H -1.19878 -0.49740 2.24841 0.08 0.08 0.11
H 0.95499 -0.52075 2.25908 -0.05 0.03 0.05
C 1.70266 2.59702 -4.37997 -0.01 -0.01 -0.01
C 1.19215 3.70160 -3.44844 -0.02 -0.12 -0.25
C 2.13043 3.89018 -2.25075 0.03 0.00 0.07
C 2.08841 2.71935 -1.27236 -0.03 -0.03 -0.02
C 0.66592 2.43136 -0.79938 0.02 0.05 0.08
C -0.34834 2.26872 -1.94173 -0.09 -0.20 -0.11
N -0.18044 3.40408 -2.91770 0.30 0.23 0.55
O -0.84173 4.45817 -2.61060 -0.14 -0.05 -0.21
C -0.18618 0.89412 -2.59049 -0.02 0.00 -0.06
C -1.76384 2.33210 -1.37785 0.02 0.00 0.05
C 1.11730 4.98334 -4.27210 0.02 0.05 0.07
H 2.53620 2.99730 -4.96015 -0.01 0.00 -0.01
H 2.06620 1.71936 -3.85700 0.00 0.00 0.01
H 0.92050 2.28584 -5.07331 0.00 0.00 0.00
H 1.83679 4.80687 -1.72896 -0.04 0.00 -0.03
H 3.14487 4.04558 -2.63170 0.01 0.00 0.02
H 2.52716 1.82447 -1.72146 -0.02 0.00 -0.02
H 2.70868 2.95514 -0.40471 0.03 -0.03 -0.01
H 0.63356 1.50836 -0.21354 0.00 0.01 0.01
H 0.33266 3.24833 -0.15042 -0.01 0.05 -0.07
H -0.81188 0.79343 -3.48038 -0.02 0.06 0.01
H -0.49315 0.16630 -1.84077 0.04 -0.14 -0.04
H 0.83703 0.64902 -2.85765 0.01 0.00 0.03
H -1.92313 3.22867 -0.78391 -0.01 0.02 -0.03
H -1.90420 1.45237 -0.74820 0.00 0.01 0.01
H -2.50113 2.31713 -2.18198 0.00 -0.02 0.00
H 0.44858 4.85454 -5.12479 -0.01 0.00 0.01
H 2.11793 5.21138 -4.64472 -0.01 -0.01 -0.02
H 0.75983 5.81975 -3.67862 -0.01 0.00 0.00

# 2
48
Properties=species:S:1:pos:R:3:forces:R:3 method="wB97M-V/def2-TZVPD" total_energy_ev=-77830.6624 de_lowest_kcal_mol=13.76 molar_mass_g_mol=393.7 gap_ev=7.4005 charge=+1
Sn 2.30448 -0.29040 -2.63245 -0.10 -0.44 0.28
N 4.77050 0.61392 -2.96740 -0.14 0.22 0.35
H 5.33949 -0.01000 -3.53247 -0.11 -0.08 -0.02
H 5.25225 0.72570 -2.07921 0.04 0.00 -0.02
H 4.79598 1.51989 -3.42809 0.00 -0.01 -0.01
C -2.74292 3.27161 1.57262 0.02 0.07 -0.14
C -2.47508 3.44704 0.07944 -0.02 -0.16 0.09
C -1.99737 2.15715 -0.59677 0.08 0.16 0.07
C -0.59897 1.75100 -0.13817 -0.05 -0.73 0.41
Ge 0.00731 -0.06095 -0.69427 -0.28 0.54 -0.71
C -1.19614 -1.59873 -1.15710 0.41 0.22 0.45
C -2.64608 -1.45232 -0.71293 0.14 0.04 0.21
C -2.77125 -1.22048 0.79107 -0.21 -0.06 -0.15
C -4.22471 -1.20408 1.25272 0.16 0.07 0.04
H -3.16483 4.18398 1.99099 -0.01 -0.01 0.06
H -1.83281 3.04794 2.12971 -0.01 -0.01 0.04
H -3.45543 2.46168 1.73949 -0.02 -0.01 0.05
H -1.73327 4.23557 -0.07182 -0.04 0.05 -0.07
H -3.40004 3.76535 -0.40510 0.05 0.07 -0.05
H -1.99518 2.29692 -1.67996 -0.06 -0.10 -0.04
H -2.71533 1.36777 -0.35959 -0.01 0.02 -0.10
H -0.53534 1.75757 0.95300 0.03 0.11 -0.01
H 0.15818 2.44003 -0.51765 0.04 0.00 0.03
H 0.25813 0.38204 -2.26770 0.23 0.15 -0.32
H -0.75097 -2.48143 -0.69820 -0.04 -0.10 -0.06
H -1.12205 -1.70512 -2.24000 0.07 -0.01 0.00
H -3.17777 -2.37274 -0.97016 -0.04 0.05 -0.06
H -3.12471 -0.63889 -1.26310 -0.08 -0.03 0.02
H -2.28984 -0.27030 1.05653 0.03 -0.06 0.04
H -2.23828 -2.01898 1.31640 0.09 0.06 0.04
H -4.81521 -0.50497 0.65908 -0.03 0.02 -0.01
H -4.29665 -0.90316 2.29695 -0.06 -0.04 0.03
H -4.66626 -2.19506 1.15040 -0.06 0.01 -0.01
C 2.05623 -2.67016 0.33340 0.01 0.20 -0.06
C 2.59891 -1.25718 0.55486 0.17 -0.15 -0.13
C 4.11593 -1.23931 0.33192 -0.21 0.00 0.02
C 2.28839 -0.83833 1.99652 -0.06 0.06 -0.16
C 1.96011 -0.26844 -0.42759 -0.15 0.08 0.02
H 2.61628 -3.40624 0.90937 0.02 -0.01 0.00
H 2.10863 -2.94751 -0.72436 -0.01 -0.10 0.00
H 1.01584 -2.71541 0.65715 -0.05 -0.11 -0.06
H 4.62808 -1.90255 1.02889 0.05 -0.01 -0.01
H 4.50171 -0.22697 0.47258 0.08 -0.01 -0.01
H 4.34449 -1.56757 -0.68801 0.11 -0.04 0.03
H 2.67233 -1.57017 2.70803 0.01 -0.01 0.00
H 1.20615 -0.76404 2.13767 0.02 0.00 0.08
H 2.73100 0.13075 2.23204 -0.01 0.03 0.01
H 2.23611 0.74556 -0.09871 0.01 0.10 -0.15

# 3
48
Properties=species:S:1:pos:R:3:forces:R:3 method="wB97M-V/def2-TZVPD" total_energy_ev=-77831.1853 de_lowest_kcal_mol=1.70 molar_mass_g_mol=393.7 gap_ev=7.6076 charge=+1
Sn 1.11537 -1.39762 -2.66147 0.02 0.00 -0.06
N 2.75608 0.20804 -2.10082 0.01 0.01 0.04
H 3.70068 -0.12855 -2.26719 0.00 0.01 -0.01
H 2.68112 0.45634 -1.11452 -0.02 0.02 0.00
H 2.64265 1.07773 -2.61763 0.02 -0.03 -0.02
C 1.16921 -4.11821 2.29998 -0.01 -0.02 0.00
C 2.06818 -2.89042 2.22814 0.01 0.01 -0.01
C 1.31520 -1.59869 1.91612 -0.04 0.00 0.01
C 0.65200 -1.59000 0.53469 0.08 0.04 0.00
Ge -0.14760 0.13588 -0.01855 0.01 -0.06 0.00
C -1.80805 0.61797 0.89240 -0.01 0.04 0.01
C -1.92896 0.48446 2.41703 0.01 -0.01 0.01
C -1.38523 1.66683 3.21534 -0.02 0.01 0.00
C 0.13155 1.80351 3.21108 0.02 0.01 -0.02
H 1.73244 -4.99755 2.60951 0.00 0.00 0.00
H 0.71304 -4.35140 1.33643 0.00 0.00 -0.01
H 0.36444 -3.96944 3.02274 0.00 0.00 0.01
H 2.84711 -3.04466 1.47314 0.01 0.00 0.00
H 2.58987 -2.76620 3.17922 -0.01 0.00 0.01
H 1.99777 -0.74765 1.99790 0.00 0.00 -0.01
H 0.54503 -1.44061 2.67558 0.00 0.00 0.02
H -0.09343 -2.38516 0.45493 -0.03 0.02 -0.01
H 1.45526 -1.86675 -0.18338 -0.03 -0.01 -0.05
H 0.99993 1.16899 0.11523 -0.01 0.01 0.00
H -2.55000 -0.02600 0.41059 0.00 -0.01 0.00
H -2.05894 1.63923 0.58929 -0.01 0.00 0.00
H -1.45694 -0.44071 2.76024 0.01 -0.01 0.01
H -2.98985 0.37581 2.65325 -0.01 0.01 -0.01
H -1.72728 1.56678 4.24749 0.01 0.00 0.00
H -1.83897 2.58754 2.83628 -0.01 0.00 0.00
H 0.60807 0.90068 3.59865 0.01 -0.02 0.00
H 0.44869 2.63613 3.83868 0.00 0.00 0.01
H 0.52591 1.99080 2.21083 -0.01 0.00 0.00
C -0.45278 0.74124 -4.30671 0.00 -0.03 0.02
C -0.86520 1.05475 -2.86233 0.01 -0.02 -0.02
C -2.38211 1.26189 -2.82095 0.00 -0.01 -0.02
C -0.19140 2.35463 -2.42383 0.04 0.02 0.04
C -0.48291 -0.14314 -1.95213 -0.06 -0.02 0.10
H -0.75355 1.52490 -5.00374 0.00 0.01 -0.01
H -0.90409 -0.19433 -4.65088 0.00 0.00 -0.01
H 0.64352 0.65931 -4.40117 0.02 0.01 -0.01
H -2.67471 2.11174 -3.44024 0.00 0.01 0.00
H -2.72128 1.45609 -1.80257 0.00 0.00 0.01
H -2.90835 0.37954 -3.19074 0.00 0.00 0.00
H -0.39259 3.14694 -3.14569 -0.01 0.02 0.00
H 0.89438 2.26223 -2.33145 -0.02 -0.02 -0.04
H -0.56525 2.68871 -1.45362 0.00 0.00 0.00
H -1.31803 -0.86160 -1.97514 0.02 0.00 0.00

# 4
59
Properties=species:S:1:pos:R:3:forces:R:3 method="wB97M-V/def2-TZVPD" total_energy_ev=-63354.0138 molar_mass_g_mol=438.8 gap_ev=7.5729
C -0.28795 3.62907 1.82402 0.32 0.23 0.24
C 0.90628 2.70521 1.65964 -0.28 0.24 -0.30
N 0.96930 2.08826 0.31356 0.30 -0.10 0.60
C 1.05623 0.64075 0.26570 -0.12 -0.33 -0.56
C 2.35347 0.24008 -0.44437 -0.16 0.29 0.02
N 2.26747 -1.13752 -1.05577 1.04 0.93 0.43
P 3.87666 -1.94457 -1.39760 0.01 -1.85 -0.74
C 4.68343 -0.84165 -2.59702 -0.11 0.72 0.55
C 4.82577 -1.76646 0.13890 -0.35 0.96 0.04
C 1.41788 -2.04286 -0.22420 -0.36 -0.14 0.06
C -0.02957 -1.53270 -0.14748 0.78 0.27 -0.64
P -1.22726 -2.52359 -1.07999 -1.15 0.18 1.35
N -2.49534 -2.62906 -0.22186 0.03 -0.63 -0.52
O -0.57174 -3.94994 -1.49373 0.55 0.35 -0.05
O -1.38479 -1.77619 -2.48688 0.76 -0.39 -0.28
C -0.10058 -0.02574 -0.49134 -0.13 -0.24 0.24
C -1.47974 0.56724 -0.14951 0.54 -0.24 -1.04
C -2.01486 1.40800 -1.30815 0.41 0.47 0.26
C -3.08161 2.45847 -0.91611 -0.03 -0.65 -0.29
C -3.76583 2.21911 0.41734 -0.56 0.48 0.00
N -4.74852 1.13987 0.32325 0.00 0.14 0.12
H -0.12319 4.23636 2.71377 -0.13 0.01 0.16
H -1.21686 3.08487 1.95479 -0.13 -0.04 -0.14
H -0.35759 4.32225 0.98984 -0.13 -0.05 -0.19
H 0.86153 1.94943 2.44127 0.11 -0.22 -0.05
H 1.81275 3.29156 1.80949 0.14 -0.01 0.13
H 1.75210 2.50321 -0.16949 -0.07 0.03 -0.17
H 1.06491 0.19177 1.26184 -0.08 0.28 0.25
H 2.53289 0.92800 -1.26927 0.02 0.03 -0.14
H 3.20221 0.30003 0.23003 0.09 -0.21 0.05
H 1.85020 -1.00460 -1.97709 -0.29 -0.29 0.04
H 5.44636 -1.41783 -3.11072 0.05 -0.16 -0.03
H 3.97538 -0.48420 -3.34118 -0.09 -0.08 -0.13
H 5.15480 0.02051 -2.12777 0.05 0.13 -0.04
H 4.25973 -2.17289 0.97190 0.05 -0.21 0.08
H 5.07366 -0.72990 0.36286 0.11 0.06 0.09
H 5.75687 -2.31249 0.02413 0.01 -0.23 -0.09
H 1.85130 -2.06921 0.77203 0.16 0.10 0.07
H 1.50587 -3.03904 -0.64666 0.00 -0.08 -0.09
H -0.34153 -1.66905 0.89201 -0.26 -0.05 -0.02
H -2.73212 -3.59630 -0.03118 -0.60 0.20 0.27
H -0.58385 -4.48940 -0.69185 -0.05 -0.30 -0.11
H -1.83872 -2.39651 -3.07485 -0.21 0.26 -0.23
H 0.09233 0.09020 -1.56517 -0.13 0.14 -0.16
H -1.35149 1.15963 0.74543 -0.26 -0.09 0.16
H -2.13819 -0.27656 0.02356 -0.32 0.28 0.51
H -2.36374 0.74878 -2.10017 -0.15 -0.13 -0.02
H -1.16213 1.94322 -1.73059 0.03 0.12 -0.13
H -3.87497 2.41341 -1.66490 -0.09 0.22 -0.10
H -2.65968 3.45801 -0.99017 0.07 0.11 0.26
H -4.29917 3.14014 0.67214 -0.01 0.10 0.06
H -3.06834 2.05265 1.23518 0.15 -0.13 -0.01
H -4.69048 0.52045 1.11965 0.05 -0.19 -0.13
H -4.63384 0.60959 -0.52750 0.10 -0.23 0.10
O -1.78790 -1.29716 4.56009 0.02 -0.07 -0.08
Cl -1.99935 -1.64905 3.18075 -0.08 0.01 0.37
O -0.89347 -2.49044 2.73096 0.15 -0.04 -0.12
O -2.00539 -0.44146 2.37507 0.06 -0.03 0.08
O -3.23956 -2.35382 3.02337 0.13 0.04 -0.02